{
  "formula": "C37H81Br2N3O11S10Si",
  "method": "ωB97M-V/def2-TZVPD",
  "species": ["C", "C", "O", "C", "C", "C", "C", "O", "Si", "C", "C", "C", "C", "C", "Br", "C", "C", "Br", "C", "N", "S", "N", "C", "C", "C", "C", "C", "N", "H", "H", "H", "H", "H", "H", "H", "H", "H", "H", "H", "H", "H", "H", "H", "H", "H", "H", "H", "H", "H", "H", "H", "H", "H", "H", "H", "C", "S", "O", "C", "H", "H", "H", "H", "H", "H", "C", "S", "O", "C", "H", "H", "H", "H", "H", "H", "C", "S", "O", "C", "H", "H", "H", "H", "H", "H", "C", "S", "O", "C", "H", "H", "H", "H", "H", "H", "C", "S", "O", "C", "H", "H", "H", "H", "H", "H", "C", "S", "O", "C", "H", "H", "H", "H", "H", "H", "C", "S", "O", "C", "H", "H", "H", "H", "H", "H", "C", "S", "O", "C", "H", "H", "H", "H", "H", "H", "C", "S", "O", "C", "H", "H", "H", "H", "H", "H"],
  "positions_angstrom": [[-3.67971, -0.84668, 0.34450], [-3.08003, 0.36959, 0.99722], [-1.76119, 0.68590, 0.49114], [-0.73612, 0.43818, 1.35645], [0.16073, -0.62596, 0.98486], [-0.00587, -1.25957, -0.36293], [0.84668, -0.44486, -1.34948], [0.41687, -0.51955, -2.69067], [-0.89331, 0.31588, -3.28846], [-0.48790, 0.56766, -5.10301], [-2.49122, -0.66714, -3.21218], [-1.14338, 1.99731, -2.50496], [1.19079, -0.97647, 1.79079], [2.11372, -2.08424, 1.48794], [1.39960, -3.82449, 1.77999], [3.36842, -1.89876, 1.09576], [3.96494, -0.53802, 0.87886], [4.54684, -3.33121, 0.75395], [1.38569, -0.22575, 2.98086], [2.35629, -0.41510, 3.88006], [2.14739, 0.70122, 5.01336], [0.86036, 1.45605, 4.45607], [0.51613, 0.85958, 3.31127], [-0.58204, 1.19993, 2.47603], [-1.52051, 2.34302, 2.78734], [-0.88643, 3.51548, 3.49596], [0.23820, 4.18114, 2.76588], [-1.28079, 3.96242, 4.61786], [-3.92035, -0.65596, -0.70019], [-3.06633, -1.73997, 0.45469], [-4.62680, -1.03801, 0.84730], [-3.71663, 1.23011, 0.81303], [-3.01409, 0.19861, 2.07141], [0.40884, -2.26308, -0.31395], [-1.04513, -1.28298, -0.67160], [0.94753, 0.58154, -0.98843], [1.85034, -0.87814, -1.32638], [-1.34636, 0.93538, -5.66025], [-0.14345, -0.38135, -5.51661], [0.34206, 1.27236, -5.17893], [-2.45797, -1.54401, -2.56862], [-3.31448, -0.01376, -2.92124], [-2.71820, -1.02995, -4.21666], [-2.04862, 2.03475, -1.90189], [-0.31307, 2.36448, -1.90410], [-1.27414, 2.71086, -3.32350], [5.00236, -0.60255, 0.57141], [3.88948, 0.04772, 1.79421], [3.41337, -0.01008, 0.09896], [-2.38501, 1.98653, 3.35047], [-1.88675, 2.69879, 1.82012], [0.53732, 3.59931, 1.89529], [-0.09013, 5.16019, 2.41397], [1.10656, 4.32452, 3.40610], [-2.05350, 3.39717, 4.96938], [5.43241, 5.81012, 4.70202], [4.29315, 4.43723, 4.91313], [2.98673, 4.87393, 4.34440], [4.15525, 4.56439, 6.69104], [5.61516, 5.92830, 3.63599], [4.98176, 6.71760, 5.10363], [6.36790, 5.58375, 5.21320], [3.78822, 5.55849, 6.94955], [5.12039, 4.37184, 7.15264], [3.44749, 3.80914, 7.02215], [3.03808, 3.48499, -1.46187], [2.39354, 2.93591, 0.12057], [0.92488, 3.16340, 0.07896], [3.10035, 4.24911, 1.11926], [2.65529, 2.80838, -2.22419], [2.69452, 4.50043, -1.65946], [4.12721, 3.44048, -1.44502], [2.74816, 5.21228, 0.74947], [4.18811, 4.18914, 1.07255], [2.76498, 4.10439, 2.14626], [6.26443, 2.82056, 11.59053], [4.89464, 2.56300, 10.45944], [5.33862, 3.06121, 9.12961], [3.82942, 3.83150, 11.15128], [7.06534, 2.14713, 11.29383], [6.60303, 3.85407, 11.52063], [5.94458, 2.58599, 12.60560], [4.33882, 4.79420, 11.11170], [3.57585, 3.57029, 12.17848], [2.92450, 3.86570, 10.54839], [0.02924, -4.95038, -4.11229], [-0.46058, -3.35874, -4.78214], [-1.86167, -3.50664, -5.27015], [0.59299, -3.42015, -6.22972], [-0.55772, -5.12260, -3.21258], [-0.17452, -5.73030, -4.84608], [1.08912, -4.92367, -3.85957], [0.35275, -4.29922, -6.82743], [1.64003, -3.43478, -5.92588], [0.39664, -2.52553, -6.81506], [9.10791, -6.94987, -0.43471], [7.73009, -5.80632, -0.59072], [8.23117, -4.63428, -1.35101], [7.68881, -5.32620, 1.13925], [9.32959, -7.33329, -1.42819], [9.97453, -6.41993, -0.03988], [8.82485, -7.77246, 0.22205], [8.65447, -4.90870, 1.42442], [7.44768, -6.19410, 1.75337], [6.91140, -4.57309, 1.25250], [-8.17786, 0.07152, -0.22135], [-7.31092, 1.39969, 0.61539], [-6.15582, 0.77001, 1.32481], [-8.54829, 1.70155, 1.86881], [-7.53342, -0.29596, -1.01746], [-8.38479, -0.72698, 0.49103], [-9.10301, 0.45988, -0.64654], [-8.72766, 0.79154, 2.43420], [-9.46736, 2.07100, 1.41163], [-8.14385, 2.46096, 2.53418], [-0.64350, -1.35726, -9.28591], [-0.69996, -2.82758, -10.31878], [-0.04386, -3.91978, -9.55055], [0.48433, -2.24532, -11.53626], [-1.29055, -1.53294, -8.42762], [0.37969, -1.18229, -8.95104], [-1.01208, -0.50333, -9.85388], [1.42921, -2.01223, -11.04485], [0.08124, -1.36508, -12.03644], [0.62902, -3.04444, -12.25965], [-3.87831, -4.37851, -8.62760], [-4.84226, -4.97325, -10.01728], [-4.29284, -4.32920, -11.23849], [-6.34501, -4.08073, -9.59708], [-2.87126, -4.78324, -8.71637], [-3.83841, -3.28920, -8.65312], [-4.32687, -4.71857, -7.69443], [-6.13081, -3.01287, -9.55515], [-6.72158, -4.43647, -8.63811], [-7.07658, -4.28155, -10.37671], [-5.53393, 1.10422, 4.52063], [-6.62992, -0.23432, 4.98874], [-7.96122, 0.09540, 4.41036], [-6.71661, 0.15912, 6.73820], [-5.41115, 1.04802, 3.43865], [-5.98583, 2.05705, 4.79802], [-4.57114, 0.97468, 5.01635], [-7.08905, 1.17565, 6.86444], [-5.72594, 0.05323, 7.18007], [-7.40243, -0.54715, 7.20080]],
  "mulliken_charge": [-1.27, -0.39, -0.20, 0.07, 0.36, 0.03, 0.17, -0.43, 0.90, -0.98, -1.29, -0.90, 0.71, -0.99, -0.06, 0.19, -0.84, -0.21, 0.58, -0.68, 0.05, -0.56, 0.91, 0.48, 0.22, -0.05, 0.54, -0.83, 0.00, 0.33, 0.45, 0.51, 0.20, 0.62, -0.59, -0.20, -0.04, 0.33, 0.00, 0.31, 0.30, 0.44, 0.44, 0.14, 0.11, 0.51, 0.59, 0.17, -0.01, 0.10, 0.07, -0.81, 0.47, -0.12, 0.22, -1.03, 0.51, -0.64, -0.97, 0.30, 0.31, 0.39, 0.35, 0.44, 0.27, -1.30, 1.11, -0.78, -0.79, 0.29, 0.39, 0.43, 0.41, 0.49, -0.13, -0.95, 0.44, -0.55, -0.93, 0.31, 0.30, 0.38, 0.30, 0.38, 0.31, -1.27, 0.88, -0.67, -0.84, 0.38, 0.37, 0.37, 0.41, 0.45, -0.15, -0.94, 0.55, -0.62, -0.69, 0.33, 0.30, 0.33, 0.31, 0.31, 0.05, -1.03, 0.41, -0.51, -0.89, 0.32, 0.31, 0.42, 0.21, 0.47, 0.29, -1.02, 0.64, -0.61, -1.07, 0.20, 0.36, 0.51, 0.32, 0.36, 0.33, -0.80, 0.47, -0.60, -0.93, 0.26, 0.22, 0.42, 0.29, 0.34, 0.33, -0.56, 0.47, -0.61, -0.99, -0.14, 0.40, 0.41, 0.30, 0.36, 0.35],
  "fmax_ha_per_bohr": 0.01226,
  "e_tot_ha": -11869.4812,
  "spin_multiplicity": 1
}

=====

{
  "formula": "C37H83BBrN4O12S",
  "method": "ωB97M-V/def2-TZVPD",
  "species": ["C", "C", "S", "C", "N", "C", "C", "C", "C", "C", "O", "C", "C", "N", "C", "C", "C", "Br", "B", "C", "O", "N", "C", "C", "O", "O", "C", "C", "O", "N", "C", "O", "H", "H", "H", "H", "H", "H", "H", "H", "H", "H", "H", "H", "H", "H", "H", "H", "H", "H", "H", "H", "H", "H", "H", "H", "H", "H", "H", "H", "H", "H", "H", "H", "H", "H", "H", "C", "C", "C", "O", "H", "H", "H", "H", "H", "H", "H", "H", "C", "C", "C", "O", "H", "H", "H", "H", "H", "H", "H", "H", "C", "C", "C", "O", "H", "H", "H", "H", "H", "H", "H", "H", "C", "C", "C", "O", "H", "H", "H", "H", "H", "H", "H", "H", "C", "C", "C", "O", "H", "H", "H", "H", "H", "H", "H", "H", "C", "C", "C", "O", "H", "H", "H", "H", "H", "H", "H", "H"],
  "positions_angstrom": [[-2.45724, -5.82790, 2.92572], [-3.85373, -5.90857, 2.11905], [-3.89755, -4.97624, 0.50913], [-2.58106, -3.65276, 0.45305], [-3.08922, -2.32007, -0.00039], [-4.15729, -1.74852, 0.88486], [-3.95166, -1.97553, 2.46943], [-4.42835, -0.57649, 3.19436], [-6.03661, -0.41744, 3.11683], [-6.40733, 1.10905, 3.54912], [-7.51172, 1.63913, 2.73585], [-7.02388, 2.57661, 1.74255], [-1.96187, -1.34678, -0.20533], [-0.98627, -1.23031, 0.87966], [0.38611, -1.70881, 0.56676], [1.51041, -0.61302, 0.24324], [2.46872, -0.40828, 1.55937], [3.78251, 1.02153, 1.14317], [-1.08658, 0.00444, 1.70444], [-0.79903, -0.15748, 3.32771], [-1.45314, 1.33925, 1.26201], [-1.95218, -0.72492, -1.39046], [-3.03933, -1.03159, -2.40826], [-2.74758, -2.46555, -3.14413], [-1.53649, -2.83687, -3.33733], [-3.77544, -3.38036, -3.55417], [-4.86379, -2.64650, -4.16319], [-6.25098, -2.57000, -3.29980], [-4.75794, -2.08259, -5.30044], [-0.92992, 0.15955, -1.69598], [-1.36344, 1.39335, -1.86496], [-1.93515, 2.51561, -1.94004], [-2.35162, -6.73327, 3.62398], [-1.51849, -5.75811, 2.26881], [-2.51737, -4.88550, 3.61306], [-4.68480, -5.48267, 2.78694], [-4.01203, -7.03223, 1.84952], [-1.94570, -3.58654, 1.43048], [-1.81974, -4.00465, -0.36086], [-4.29628, -0.61988, 0.63763], [-5.15770, -2.25062, 0.55518], [-4.57703, -2.85945, 2.89679], [-2.85439, -2.13697, 2.78656], [-4.04663, -0.52785, 4.29499], [-3.93356, 0.28482, 2.59531], [-6.41299, -0.59010, 2.02596], [-6.55212, -1.18614, 3.80079], [-6.66010, 1.11076, 4.66904], [-5.48416, 1.75599, 3.29721], [-6.62869, 3.56398, 2.19469], [-6.18128, 2.08044, 1.10674], [-7.85804, 2.85276, 0.99128], [0.32397, -2.48965, -0.29796], [0.76335, -2.32316, 1.48652], [1.14968, 0.37508, -0.21150], [2.22255, -1.08617, -0.55302], [1.84137, -0.14100, 2.48390], [3.00575, -1.41336, 1.80571], [0.03437, 0.57264, 3.69343], [-0.47110, -1.24939, 3.54289], [-1.78619, -0.00318, 3.93270], [-2.29150, 1.64126, 1.68586], [-4.09993, -0.97633, -1.95431], [-3.04158, -0.25718, -3.28213], [-6.55522, -1.47323, -3.11570], [-6.03806, -3.05122, -2.26028], [-7.11484, -3.11204, -3.82535], [6.14946, -3.63655, -0.18977], [4.80092, -3.40088, -0.85118], [4.93611, -3.30467, -2.36257], [4.23030, -2.19343, -0.34588], [6.83579, -2.80878, -0.39606], [6.03968, -3.69270, 0.89712], [6.60598, -4.56490, -0.54371], [4.11745, -4.21623, -0.59465], [5.58036, -2.46678, -2.64393], [3.96083, -3.12339, -2.82500], [5.35617, -4.22359, -2.78055], [4.82873, -1.46327, -0.56838], [2.93317, 0.90417, 6.43077], [1.42444, 1.09104, 6.47419], [0.94339, 1.38615, 7.88554], [0.78621, -0.09224, 5.99359], [3.24091, 0.05868, 7.05535], [3.26364, 0.68097, 5.41185], [3.45220, 1.80156, 6.77813], [1.13603, 1.91012, 5.80898], [1.18134, 0.55752, 8.56114], [-0.14371, 1.50623, 7.90341], [1.40266, 2.29802, 8.27654], [1.03515, -0.82410, 6.57621], [-1.63280, 5.12798, 4.29478], [-0.30382, 4.65420, 4.86151], [0.83220, 4.88739, 3.87797], [-0.38788, 3.26313, 5.16695], [-1.88529, 4.58027, 3.38026], [-2.44196, 4.94347, 5.00736], [-1.60574, 6.19655, 4.06523], [-0.09425, 5.18119, 5.79696], [0.66553, 4.33138, 2.94910], [1.77943, 4.53141, 4.29358], [0.93324, 5.94876, 3.63593], [-0.57337, 2.78734, 4.34428], [-1.53353, -3.05504, -8.83105], [-1.37055, -1.68792, -8.18588], [-1.20128, -1.80335, -6.67944], [-2.51580, -0.88893, -8.47341], [-2.42433, -3.56419, -8.44833], [-1.66610, -2.95606, -9.91212], [-0.66178, -3.68748, -8.64188], [-0.50223, -1.17977, -8.61564], [-2.08053, -2.26886, -6.22178], [-1.09706, -0.81213, -6.22732], [-0.31959, -2.39825, -6.42559], [-3.29028, -1.33096, -8.09653], [3.74677, 1.69192, -3.28426], [5.07392, 1.21165, -2.72028], [6.21093, 1.44986, -3.70044], [4.98652, -0.18160, -2.42578], [3.49382, 1.15171, -4.20300], [2.93651, 1.50328, -2.57318], [3.77659, 2.76214, -3.50533], [5.28351, 1.73127, -1.78083], [6.04489, 0.90145, -4.63389], [7.15728, 1.08882, -3.28650], [6.31362, 2.51210, -3.93374], [4.80093, -0.65037, -3.25207], [6.59705, 5.79448, -4.61303], [5.93461, 5.82704, -3.24471], [6.65085, 6.78441, -2.30541], [5.94402, 4.51572, -2.68250], [7.63392, 5.45040, -4.53731], [6.07899, 5.09359, -5.27419], [6.59090, 6.78381, -5.07827], [4.88832, 6.12909, -3.34980], [7.68953, 6.47489, -2.14919], [6.17124, 6.78878, -1.32232], [6.64628, 7.80344, -2.70153], [6.86668, 4.23927, -2.58524]],
  "mulliken_charge": [-0.78, -0.40, -0.13, -0.36, 0.89, -1.19, 0.23, -0.26, -0.34, -0.44, -0.39, -0.43, -2.04, 0.82, -0.88, -0.23, -0.43, -0.21, 1.01, -0.42, -0.94, 1.37, -0.66, 0.53, -0.51, -0.27, 0.56, -0.80, -0.47, -0.91, 0.88, -0.45, 0.34, 0.25, 0.15, 0.26, 0.39, 0.11, 0.44, 0.40, 0.39, 0.39, -0.17, 0.46, -0.29, 0.18, 0.35, 0.33, 0.18, 0.26, 0.08, 0.26, 0.26, 0.46, 0.39, 0.22, 0.16, 0.35, -0.27, 0.20, 0.20, 0.21, 0.26, 0.50, 0.28, 0.21, 0.35, -1.37, 0.40, -1.17, -0.21, 0.32, 0.32, 0.42, 0.29, 0.15, 0.32, 0.44, 0.14, -1.34, 1.25, -1.52, -0.44, 0.36, 0.25, 0.38, -0.21, 0.41, 0.32, 0.37, 0.29, -1.13, 0.33, -1.16, -0.37, 0.16, 0.32, 0.40, 0.35, 0.19, 0.30, 0.43, 0.10, -1.23, 0.28, -0.93, -0.56, 0.28, 0.34, 0.35, 0.34, 0.11, 0.29, 0.38, 0.35, -1.09, 0.62, -1.40, -0.25, 0.38, 0.06, 0.34, 0.14, 0.44, 0.34, 0.19, 0.23, -1.26, 0.35, -1.33, -0.45, 0.32, 0.30, 0.42, 0.26, 0.35, 0.32, 0.39, 0.34],
  "fmax_ha_per_bohr": 0.17961,
  "e_tot_ha": -5578.0293,
  "total_charge": 1,
  "spin_multiplicity": 1
}